Computed, not measured: C3H4LiMnO2 as an isolated structure at a distorted geometry, with ωB97M-V with the def2-TZVPD basis set.

Properties
strongest force on any atom = 4.248 eV/Å
charge = +3
highest occupied orbital energy (spin up / spin down) = -24.564 / -24.564 eV
Kohn-Sham gap (spin up / spin down) = 8.7 / 8.3 eV
E_tot = -38759.6793 eV
LUMO level (spin up / spin down) = -15.849 / -16.298 eV
spin multiplicity = 6

XYZ file:
```
11
Properties=species:S:1:pos:R:3:forces:R:3
O -1.04123 -3.54143 1.26928 -0.322 0.631 2.964
Li -2.13674 -1.43226 0.89613 -0.696 0.904 -0.620
C 0.15978 -3.06944 1.24333 0.430 -2.982 -1.921
C 0.40904 -2.58798 -0.08936 -1.269 -2.543 -0.928
H 0.90578 -3.47959 1.93295 0.047 0.961 0.722
H 1.30984 -2.99649 -0.56609 0.655 0.537 0.568
H 0.45101 -1.48929 -0.06065 -0.345 0.133 -1.080
Mn -1.75794 -4.73662 2.60712 -0.545 -1.210 0.764
C -3.77488 0.07813 0.27119 -0.813 0.587 -0.266
O -4.59992 0.77456 -0.03377 1.035 -0.813 0.362
H -0.42992 -3.43436 -0.53779 1.823 3.795 -0.566
```
Positions in Å, forces in eV/Å.

Computed, not measured: C3H4LiO4 as an isolated structure at a distorted geometry, with ωB97M-V with the def2-TZVPD basis set.

Properties
strongest force on any atom = 4.818 eV/Å
charge = 0
highest occupied orbital energy (spin up / spin down) = -9.139 / -9.036 eV
Kohn-Sham gap (spin up / spin down) = 8.5 / 6.7 eV
E_tot = -11568.6919 eV
LUMO level (spin up / spin down) = -0.689 / -2.300 eV
spin multiplicity = 2

XYZ file:
```
12
Properties=species:S:1:pos:R:3:forces:R:3
O 0.73067 0.65889 0.28253 0.492 0.016 0.337
C -0.56396 0.99023 -0.19388 -0.486 0.083 -0.296
C -1.42795 -0.20784 0.18824 0.451 -0.347 0.707
O -0.60228 -1.32496 0.03716 3.028 0.604 -0.224
C 1.03779 -0.70937 0.06276 -4.801 -0.310 0.269
O 1.59443 -0.92988 -1.09436 0.805 -0.427 0.271
Li 2.86341 0.12727 -0.11725 0.128 0.062 0.046
H -0.52930 1.10280 -1.28718 -0.072 0.153 0.229
H -0.89175 1.90985 0.30592 0.216 -0.142 -0.284
H -2.32751 -0.30296 -0.43766 0.233 0.119 0.130
H -1.70804 -0.14624 1.25799 -0.226 0.270 -0.338
O 1.82449 -1.16778 0.99573 0.232 -0.081 -0.849
```
Positions in Å, forces in eV/Å.

Computed, not measured: C3H4MnO3 as an isolated structure at a distorted geometry, with ωB97M-V with the def2-TZVPD basis set.

Properties
strongest force on any atom = 4.076 eV/Å
charge = +2
highest occupied orbital energy (spin up / spin down) = -20.676 / -20.974 eV
Kohn-Sham gap (spin up / spin down) = 10.8 / 9.9 eV
E_tot = -40619.7812 eV
LUMO level (spin up / spin down) = -9.890 / -11.049 eV
spin multiplicity = 6

XYZ file:
```
11
Properties=species:S:1:pos:R:3:forces:R:3
H 2.93652 -1.19887 0.09601 0.077 0.187 -0.241
O 0.28710 -0.53539 0.78827 0.326 0.020 0.419
Mn -1.45216 -0.32799 1.39680 -0.586 -0.269 0.858
C 0.88549 -0.97238 -0.20143 0.900 -0.150 -1.558
C 2.26294 -0.59849 -0.54110 -0.522 0.273 -0.421
H 0.33213 -1.61599 -0.90723 0.138 -0.097 0.298
H 2.41722 -0.78574 -1.61565 0.229 -0.224 0.523
H 2.40439 0.47834 -0.35547 0.159 -0.367 0.305
O -2.84771 0.94879 0.96740 0.006 -1.159 0.818
C -3.40753 1.84439 0.45978 -0.898 3.403 -2.056
O -3.81838 2.76334 -0.08737 0.170 -1.617 1.055
```
Positions in Å, forces in eV/Å.

Computed, not measured: a 2-piece molecular cluster, C3H4N overall at a distorted geometry, with ωB97M-V with the def2-TZVPD basis set.

Properties
strongest force on any atom = 4.676 eV/Å
charge = +1
highest occupied orbital energy = -16.818 eV
Kohn-Sham gap = 9.0 eV
E_tot = -4653.3655 eV
LUMO level = -7.782 eV

XYZ file:
```
8
Properties=species:S:1:pos:R:3:forces:R:3
C 2.82809 -0.01438 -0.21566 -2.923 -0.468 1.129
C -1.94736 0.17699 -0.19068 0.049 -1.738 3.236
C -1.17670 -0.33152 0.64438 1.511 -0.183 -0.978
N 1.76325 -0.19109 0.19152 1.034 0.187 -0.531
H 3.77984 0.15333 -0.57939 1.517 0.240 -0.554
H -2.97848 0.28195 -0.01688 -2.100 -0.658 1.030
H -1.90848 0.79433 -0.97064 1.498 2.479 -3.671
H -0.36014 -0.86961 1.13735 -0.587 0.141 0.340
```
Positions in Å, forces in eV/Å.

Computed, not measured: one molecule with the formula C3H4N2 at a distorted geometry, with ωB97M-V with the def2-TZVPD basis set.

Properties
strongest force on any atom = 1.671 eV/Å
charge = 0
highest occupied orbital energy = -8.130 eV
Kohn-Sham gap = 8.6 eV
E_tot = -6152.9093 eV
LUMO level = 0.451 eV

XYZ file:
```
9
Properties=species:S:1:pos:R:3:forces:R:3
N -0.67774 1.26320 -0.02762 0.582 0.040 0.045
C 0.55454 0.90436 0.04905 -0.477 -0.011 -0.062
C 0.90541 -0.50109 0.03941 -0.129 -0.539 0.086
N -0.09651 -1.32660 -0.10067 1.328 1.013 0.063
C -1.23242 -1.52525 -0.40469 -0.917 -0.513 -0.001
H -0.76337 2.27754 -0.07137 0.038 -0.111 0.038
H 1.40228 1.59565 0.10541 -0.166 -0.005 -0.042
H 1.91876 -0.87725 0.11080 -0.220 0.065 -0.010
H -2.01095 -1.81057 0.29968 -0.038 0.062 -0.117
```
Positions in Å, forces in eV/Å.

Computed, not measured: one molecule with the formula C3H4N2 at a distorted geometry, with ωB97M-V with the def2-TZVPD basis set.

Properties
strongest force on any atom = 6.179 eV/Å
charge = 0
highest occupied orbital energy = -8.503 eV
Kohn-Sham gap = 8.8 eV
E_tot = -6151.4166 eV
LUMO level = 0.285 eV
SMILES = C#C/C=N/N

XYZ file:
```
9
Properties=species:S:1:pos:R:3:forces:R:3
C -2.45621 -0.15592 0.20267 0.561 -0.146 -0.476
C -1.33265 0.18960 -0.01796 0.767 0.821 -0.618
C 0.05464 0.51309 -0.20725 -1.944 -5.844 -0.499
N 0.83620 -0.56696 -0.26255 0.609 5.361 2.488
N 2.09545 -0.01965 0.16370 -3.018 -0.990 -4.411
H -3.33713 -0.68814 0.07011 -1.279 -0.248 0.340
H 0.40584 1.46658 -0.26517 0.975 2.593 0.315
H 2.63655 -0.73698 0.35231 3.629 -3.685 1.199
H 2.17844 0.78422 0.66997 -0.300 2.138 1.663
```
Positions in Å, forces in eV/Å.

Computed, not measured: C3H4N2 as an isolated structure, with ωB97M-V with the def2-TZVPD basis set.

Properties
strongest force on any atom = 0.716 eV/Å
charge = 0
highest occupied orbital energy = -9.390 eV
Kohn-Sham gap = 10.3 eV
E_tot = -6149.7063 eV
LUMO level = 0.934 eV

XYZ file:
```
9
Properties=species:S:1:pos:R:3:forces:R:3
N 1.74859 0.84752 -0.51985 0.666 -0.263 -0.010
C 1.81155 -0.39292 -0.14685 -0.193 0.561 -0.156
C 0.42040 0.04190 -0.02327 -0.292 -0.155 0.045
C -0.95229 -0.33187 -0.30286 -0.174 -0.161 -0.217
N -0.50117 0.19283 1.02988 0.025 -0.107 0.251
H 0.62994 1.26353 -0.51580 -0.036 0.099 -0.063
H -1.63613 0.32899 -0.82880 0.136 -0.102 0.086
H -1.15000 -1.39526 -0.40046 -0.061 0.085 0.023
H -0.37090 -0.55472 1.70800 -0.069 0.043 0.041
```
Positions in Å, forces in eV/Å.

Computed, not measured: C3H4N2 as an isolated structure at a distorted geometry, with ωB97M-V with the def2-TZVPD basis set.

Properties
strongest force on any atom = 5.527 eV/Å
charge = 0
highest occupied orbital energy = -10.617 eV
Kohn-Sham gap = 10.8 eV
E_tot = -6152.8230 eV
LUMO level = 0.225 eV

XYZ file:
```
9
Properties=species:S:1:pos:R:3:forces:R:3
C -1.20884 -0.29828 -1.08141 -0.960 -0.220 0.608
C 0.79136 -0.47732 0.39037 -0.745 0.915 0.965
C -0.48196 0.16183 0.03978 -1.290 3.446 4.124
N -1.89209 -0.76345 -1.87021 -0.272 -0.182 -0.767
N 0.79598 0.76878 -0.31253 0.424 0.502 -1.005
H 1.12527 -0.33565 1.37181 0.200 -0.582 1.487
H 0.99162 -1.37376 -0.06108 0.945 -1.857 -1.364
H -1.08258 0.88615 1.10003 1.351 -2.771 -3.816
H 0.96125 1.43171 0.42323 0.347 0.749 -0.232
```
Positions in Å, forces in eV/Å.

Computed, not measured: one molecule with the formula C3H4N2 at a distorted geometry, with ωB97M-V with the def2-TZVPD basis set.

Properties
strongest force on any atom = 6.155 eV/Å
charge = 0
highest occupied orbital energy = -9.277 eV
Kohn-Sham gap = 10.5 eV
E_tot = -6151.1354 eV
LUMO level = 1.184 eV
SMILES = c1cn2n1C2

XYZ file:
```
9
Properties=species:S:1:pos:R:3:forces:R:3
C 1.03237 -0.23940 0.64127 -1.950 -0.097 -1.393
C 1.01756 -0.02464 -0.67514 -1.362 0.267 0.746
N -0.39686 -0.49883 -0.90890 1.828 0.644 1.668
N -0.33437 -0.75175 0.63043 -1.895 -0.492 -0.715
C -1.30908 0.23223 -0.02389 5.597 1.891 1.727
H 1.64555 -0.27538 1.51078 0.421 0.218 0.204
H 1.64356 0.41777 -1.38593 0.789 0.254 -1.069
H -2.23202 -0.19298 -0.13914 -2.515 -0.472 0.182
H -1.06671 1.33299 0.35052 -0.913 -2.213 -1.351
```
Positions in Å, forces in eV/Å.

Computed, not measured: a 2-piece molecular cluster, C3H4N2O overall, with ωB97M-V with the def2-TZVPD basis set.

Properties
strongest force on any atom = 0.719 eV/Å
charge = 0
highest occupied orbital energy = -8.863 eV
Kohn-Sham gap = 9.4 eV
E_tot = -8197.6845 eV
LUMO level = 0.517 eV

XYZ file:
```
10
Properties=species:S:1:pos:R:3:forces:R:3
O -2.33093 0.14218 0.69390 0.080 0.173 0.019
C -1.17924 0.77924 0.74489 0.356 0.368 0.124
C -0.13059 1.36152 0.81741 -0.503 -0.153 -0.001
C 2.04994 -0.26245 -0.34440 -0.417 -0.505 -0.297
N 1.13773 -0.96062 -0.65592 0.379 0.330 0.081
N 0.12667 -1.50606 -1.11436 0.232 0.048 0.071
H -3.03818 0.77727 0.87495 0.002 -0.144 -0.031
H 0.80621 1.86740 0.82433 -0.179 -0.062 0.023
H 3.05729 -0.46844 -0.03090 -0.035 -0.116 -0.010
H -0.51125 -1.73498 -0.34834 0.085 0.060 0.022
```
Positions in Å, forces in eV/Å.

Computed, not measured: one molecule with the formula C3H4N2O at a distorted geometry, with ωB97M-V with the def2-TZVPD basis set.

Properties
strongest force on any atom = 5.182 eV/Å
charge = 0
highest occupied orbital energy = -8.682 eV
Kohn-Sham gap = 9.2 eV
E_tot = -8199.6172 eV
LUMO level = 0.567 eV
SMILES = Nc1cnoc1

XYZ file:
```
10
Properties=species:S:1:pos:R:3:forces:R:3
N 0.20222 -1.50480 -0.71722 -2.033 -1.975 2.870
C -0.03013 -0.23529 -0.08133 3.144 1.696 -0.094
C -1.18496 0.63383 0.19865 0.215 -1.436 -0.239
N -0.72269 1.77909 0.62942 -2.240 0.317 -0.301
O 0.57873 1.80421 0.57656 2.907 -0.748 0.175
C 1.10182 0.57566 0.19183 -1.935 -0.295 -1.373
H -0.89326 -1.88962 -0.64695 4.253 -0.149 -0.163
H 1.06792 -2.10116 -0.06853 -4.161 1.946 -2.397
H -2.32339 0.48112 0.09684 2.255 0.132 0.286
H 2.20373 0.45695 -0.17927 -2.404 0.512 1.238
```
Positions in Å, forces in eV/Å.

Computed, not measured: one molecule with the formula C3H4N2O at a distorted geometry, with ωB97M-V with the def2-TZVPD basis set.

Properties
strongest force on any atom = 7.316 eV/Å
charge = 0
highest occupied orbital energy = -9.409 eV
Kohn-Sham gap = 10.1 eV
E_tot = -8199.3623 eV
LUMO level = 0.686 eV
SMILES = Nc1cnoc1

XYZ file:
```
10
Properties=species:S:1:pos:R:3:forces:R:3
N 2.08659 -0.14687 -0.07107 2.192 -0.035 3.196
C 0.70409 0.13985 -0.01810 2.059 -6.961 0.904
C -0.17054 -1.03142 0.00711 -3.760 -2.998 -2.870
N -1.51950 -0.77723 -0.02517 5.415 2.059 1.280
O -1.44152 0.64586 0.12637 -0.397 0.975 -1.127
C -0.13787 1.08654 -0.02921 -2.564 6.615 -1.597
H 2.45603 -0.71030 0.87695 -1.833 1.618 -3.281
H 2.62323 0.72006 0.07227 -0.254 -0.292 -0.534
H -0.04559 -2.07344 -0.52770 0.715 1.853 1.893
H 0.15491 2.19574 -0.51765 -1.573 -2.833 2.136
```
Positions in Å, forces in eV/Å.